1.
61
Properties=species:S:1:pos:R:3 method="wB97M-V/def2-TZVPD" lumo_energy_ev="4.03 / 4.03" mol_weight_g_mol=892.18 e_homo_ev="0.27 / -1.52" relative_energy_kj_mol=21.77 charge=-2 gap_ev="3.8 / 5.6" spin_multiplicity=2
C 1.10 4.88 -0.26
C 5.47 -3.62 -0.21
C 3.10 2.92 -0.07
H 6.15 -2.93 -0.75
C 4.12 -3.46 -0.33
C 0.27 -2.87 -0.82
H -3.29 -1.56 2.99
H -5.25 -0.49 0.00
O -0.53 3.17 -0.14
H 5.17 2.12 -0.07
C -2.65 -1.01 2.22
N -2.80 0.69 -0.18
H 5.51 -6.04 2.16
C 3.76 -5.09 1.36
Hg -0.69 0.74 -0.34
C -3.44 1.34 -1.23
Br 5.19 4.88 -0.21
N 1.51 -2.80 -0.41
H -2.40 -1.74 1.41
H 2.80 6.25 -0.37
H 3.65 -2.74 -1.01
H -5.07 2.22 -0.15
C 3.68 0.56 0.01
N 1.38 1.18 -0.09
H 1.96 -0.81 0.10
C -5.31 -0.23 1.08
H -6.44 2.76 -2.02
S 0.70 -6.28 1.39
H -6.10 0.58 1.21
C 2.31 0.22 0.03
C 1.73 2.50 -0.10
C 3.41 4.28 -0.15
S -0.67 -4.16 -0.11
S -0.41 -1.81 -1.99
C 0.76 -4.81 0.62
C -5.40 2.46 -2.21
N 1.84 -3.97 0.29
C -4.67 2.06 -1.12
H -5.58 -1.11 1.67
Br -0.12 6.33 -0.23
C 0.71 3.50 -0.16
C -4.90 2.29 -3.50
H -2.90 2.72 1.97
C 5.16 -5.28 1.47
C -3.49 1.94 2.47
H -5.50 2.58 -4.37
H -3.14 1.79 -4.63
H -4.48 2.35 2.63
C -2.89 1.34 -2.57
H 7.08 -4.52 0.86
C -3.60 1.83 -3.66
H -1.90 0.88 -2.67
C 3.25 -4.21 0.45
H 3.05 -5.66 1.99
C 2.44 5.25 -0.32
Si -3.58 0.40 1.42
H 4.47 -0.22 -0.04
H -2.95 1.78 3.38
C 4.12 1.89 -0.03
H -1.71 -0.71 2.65
C 6.00 -4.53 0.71


2.
46
Properties=species:S:1:pos:R:3 method="wB97M-V/def2-TZVPD" lumo_energy_ev=-6.12 mol_weight_g_mol=367.43 e_homo_ev=-15.59 charge=+2 gap_ev=9.5
H 3.59 0.61 -2.04
H -2.79 0.52 -2.76
H 1.00 2.91 -1.28
O -0.19 1.69 -0.11
O -2.06 0.08 -0.85
H -0.16 -4.22 -2.44
H 2.17 1.16 0.97
H 3.11 1.93 -0.31
H 1.74 -5.66 -1.58
C -2.87 -0.26 -2.01
Sb 0.45 -2.97 -0.18
H -2.57 1.01 0.90
C -0.68 -5.79 0.25
H 3.56 -4.62 1.87
H 1.03 3.28 0.46
H -1.89 -4.01 0.54
H -1.43 2.72 -1.40
C -1.45 2.35 -0.37
C 1.93 -4.79 -2.22
H -0.88 -5.89 -0.82
H 3.06 -2.80 0.20
H -3.90 -0.40 -1.70
H 1.85 -5.03 1.97
C 0.79 -3.78 -2.13
C 2.29 -3.21 0.86
H 0.97 -2.94 -2.81
H 2.04 -5.15 -3.24
H -0.71 -4.27 1.81
H 2.23 -2.54 1.72
H -2.48 -1.20 -2.40
H 2.48 -0.68 -2.55
C -2.49 1.28 -0.15
O 1.90 0.32 -0.87
H -1.37 -6.46 0.77
C 2.14 1.50 -0.07
C 1.01 2.48 -0.28
C 2.62 -4.63 1.31
H 2.05 1.03 -2.84
H 2.88 -4.36 -1.91
H -3.47 1.59 -0.50
C -0.87 -4.36 0.73
Mg -0.07 -0.30 -0.52
H -1.58 3.18 0.32
C 2.55 0.33 -2.17
H 2.74 -5.31 0.47
H 0.33 -6.16 0.44